Record 1
Density functional theory data (ωB97M-V with the def2-TZVPD basis set) for the molecule C21H20Cl2N2O5S.

Each atom is followed by the atoms it is bonded to, with distances in Å.
Element x y z (Å)
1 C 1.819 3.242 -2.394  C9 1.533, C10 1.527, H33 1.096, C41 1.527
2 H 0.164 4.614 -2.649  C10 1.087
3 H -2.751 -2.985 4.713  C51 1.080
4 C -1.513 0.561 1.872  C34 1.441, C47 1.442, C48 1.383
5 C -2.315 1.759 -0.221  H16 1.095, H22 1.094, O29 1.429, C47 1.539
6 C -0.969 -1.907 5.197  H43 1.080, C49 1.380, C51 1.397
7 C 0.719 -1.621 0.371  Cl30 1.709, C39 1.390, C50 1.386
8 H -3.266 -1.635 2.695  C37 1.078
9 C 0.940 2.072 -1.937  C1 1.533, H26 1.095, C31 1.528, N35 1.451
10 C 0.989 4.213 -3.231  C1 1.527, H2 1.087, H15 1.088, H17 1.087
11 H 3.620 3.550 -3.541  C41 1.087
12 O -0.214 3.485 -0.328  C31 1.204
13 C -0.407 -0.124 3.751  N25 1.372, C34 1.411, C49 1.388
14 H 3.628 2.049 -2.613  C41 1.088
15 H 0.590 3.710 -4.108  C10 1.088
16 H -2.248 2.724 0.294  C5 1.095
17 H 1.609 5.043 -3.561  C10 1.087
18 S 1.815 -0.452 -1.855  O27 1.429, N35 1.665, O38 1.427, C39 1.806
19 H 2.466 1.384 -0.678  N35 1.007
20 C -0.664 -1.784 -1.568  C36 1.392, C39 1.390, Cl40 1.707
21 C -1.309 -2.875 0.469  C36 1.381, H46 1.078, C50 1.385
22 H -3.182 1.741 -0.886  C5 1.094
23 O -3.368 -0.191 0.651  C47 1.214
24 H 0.043 -2.637 2.124  C50 1.078
25 N 0.240 0.955 3.205  C13 1.372, H44 1.007, C48 1.348
26 H 0.520 1.555 -2.805  C9 1.095
27 O 3.076 -0.993 -1.455  S18 1.429
28 H -0.058 2.214 1.545  C48 1.072
29 O -1.159 1.578 -1.041  C5 1.429, C31 1.327
30 Cl 2.074 -0.956 1.173  C7 1.709
31 C -0.206 2.502 -1.023  C9 1.528, O12 1.204, O29 1.327
32 H -2.487 -2.865 -1.324  C36 1.077
33 H 2.179 3.765 -1.500  C1 1.096
34 C -1.531 -0.400 2.946  C4 1.441, C13 1.411, C37 1.392
35 N 1.655 1.062 -1.180  C9 1.451, S18 1.665, H19 1.007
36 C -1.577 -2.545 -0.845  C20 1.392, C21 1.381, H32 1.077
37 C -2.394 -1.435 3.296  H8 1.078, C34 1.392, C51 1.379
38 O 1.524 -0.390 -3.251  S18 1.427
39 C 0.511 -1.338 -0.974  C7 1.390, S18 1.806, C20 1.390
40 Cl -1.035 -1.399 -3.190  C20 1.707
41 C 3.005 2.720 -3.201  C1 1.527, H11 1.087, H14 1.088, H45 1.088
42 H 0.759 -0.659 5.483  C49 1.079
43 H -0.771 -2.515 6.067  C6 1.080
44 H 1.094 1.355 3.558  N25 1.007
45 H 2.651 2.167 -4.069  C41 1.088
46 H -2.007 -3.481 1.024  C21 1.078
47 C -2.466 0.609 0.790  C4 1.442, C5 1.539, O23 1.214
48 C -0.410 1.364 2.097  C4 1.383, N25 1.348, H28 1.072
49 C -0.109 -0.876 4.879  C6 1.380, C13 1.388, H42 1.079
50 C -0.163 -2.409 1.091  C7 1.386, C21 1.385, H24 1.078
51 C -2.098 -2.176 4.419  H3 1.080, C6 1.397, C37 1.379

Computed properties:
* molecular weight: 483.37 g mol⁻¹
* max |F|: 0.97 eV/Å
* gap between HOMO and LUMO: 8.90 eV
* structure (SMILES): CC(C)[C@@H](NS(=O)(=O)c1c(Cl)cccc1Cl)C(=O)OCC(=O)c1c[nH]c2ccccc12
* LUMO energy: 0.33 eV
* HOMO level: -8.6 eV
* charge: 0
* total energy: -2616.5447 a.u.

Record 2
Density functional theory data (ωB97M-V with the def2-TZVPD basis set) for a cluster of 11 separate species, C28H81N3O19 in total at a distorted geometry.

Each atom is followed by the atoms it is bonded to, with distances in Å.
Element x y z (Å)
1 H 1.234 0.109 1.753  C92 1.090
2 O -1.037 -1.842 7.873  H94 0.960, C130 1.400
3 H -1.717 -3.613 -2.558  C55 1.090
4 H 2.085 -1.960 -5.654  O125 0.960
5 O 3.648 5.667 3.584  C70 1.431, C78 1.392
6 N 0.662 3.428 3.517  H33 1.010, H36 1.010, C65 1.452
7 H 1.139 -4.797 1.334  C71 1.090
8 H 1.950 -5.362 -0.210  C71 1.090
9 H -0.645 0.464 6.767  C89 1.090
10 H 5.740 5.523 3.519  C70 1.090
11 C 3.601 -3.205 -0.680  H28 1.090, C72 1.538, H105 1.090, O129 1.368
12 H 3.587 0.378 0.019  C24 1.090
13 C -0.664 -2.148 -3.754  O45 1.368, C55 1.508, H59 1.090, H121 1.090
14 H -6.570 -1.198 -4.658  C90 1.090
15 O 0.676 -0.490 -0.700  C50 1.418, H98 0.960
16 O 0.688 -0.665 5.733  C89 1.415, H126 0.960
17 N 2.354 -2.392 1.309  H22 1.010, H57 1.010, C72 1.473
18 C -3.740 -1.283 3.515  O35 1.404, H39 1.090, C41 1.573, H118 1.090
19 H -5.283 0.011 -5.020  C90 1.090
20 H -3.464 -0.878 1.349  C41 1.090
21 H -4.913 -0.513 4.840  O35 0.960
22 H 3.138 -1.759 1.248  N17 1.010
23 H -2.698 -0.977 -2.567  O46 0.960
24 C 3.407 1.318 -0.503  H12 1.090, C69 1.528, O88 1.399, H114 1.090
25 C 1.664 0.545 -4.790  C26 1.584, H83 1.090, O104 1.428, H120 1.090
26 C 2.909 -0.428 -4.878  C25 1.584, H44 1.090, H47 1.090, O125 1.428
27 H 1.142 -1.782 -3.331  O45 0.960
28 H 2.983 -2.612 -1.354  C11 1.090
29 H -3.417 -3.227 1.167  C37 1.090
30 H 2.747 5.077 1.506  C122 1.090
31 H 3.545 3.346 -1.820  O53 0.960
32 C -2.723 1.548 -2.117  O40 1.431, H56 1.090, H101 1.090, H107 1.090
33 H 0.006 4.139 3.226  N6 1.010
34 H 5.427 1.738 -1.159  C69 1.090
35 O -3.972 -0.487 4.648  C18 1.404, H21 0.960
36 H 0.459 2.613 2.956  N6 1.010
37 C -2.782 -4.039 0.812  H29 1.090, H111 1.090, O117 1.418, C123 1.577
38 H -5.286 1.031 -1.870  C124 1.090
39 H -2.841 -1.882 3.659  C18 1.090
40 O -3.413 0.498 -2.801  C32 1.431, C124 1.469
41 C -3.707 -0.333 2.261  C18 1.573, H20 1.090, O58 1.370, H128 1.090
42 H 0.087 3.427 -3.811  C79 1.090
43 H -4.343 -0.200 -1.045  C124 1.090
44 H 3.571 -0.395 -5.743  C26 1.090
45 O 0.361 -2.070 -2.852  C13 1.368, H27 0.960
46 O -2.432 -1.745 -2.056  H23 0.960, C55 1.432
47 H 3.517 -0.186 -4.006  C26 1.090
48 H 2.605 4.679 5.040  C78 1.090
49 H -2.952 -5.273 2.602  C123 1.090
50 C -0.321 -0.570 0.305  O15 1.418, H87 1.090, C92 1.590, H103 1.090
51 H 0.263 1.679 0.455  O93 0.960
52 H 5.949 -1.102 -1.499  C131 1.090
53 O 4.394 3.434 -1.381  H31 0.960, C69 1.416
54 H 2.031 0.394 -1.385  O88 0.960
55 C -1.889 -2.645 -3.029  H3 1.090, C13 1.508, O46 1.432, H119 1.090
56 H -3.226 2.512 -2.196  C32 1.090
57 H 1.777 -2.004 0.576  N17 1.010
58 O -4.889 0.284 1.946  C41 1.370, H91 0.960
59 H -0.356 -2.830 -4.547  C13 1.090
60 H -6.668 -0.813 -1.484  N68 1.010
61 H 2.119 4.716 -4.052  O67 0.960
62 H 0.498 4.724 -1.022  C77 1.090
63 H 1.757 5.934 4.149  C78 1.090
64 H 1.058 5.200 1.460  C122 1.090
65 C 1.915 4.034 3.101  N6 1.452, H76 1.090, C78 1.533, C122 1.501
66 H 3.562 -4.056 1.239  C72 1.090
67 O 1.872 4.212 -3.273  H61 0.960, C79 1.428
68 N -6.349 -1.547 -2.100  H60 1.010, H74 1.010, C115 1.479
69 C 4.613 2.246 -0.641  C24 1.528, H34 1.090, O53 1.416, H75 1.090
70 C 4.858 4.919 3.733  O5 1.431, H10 1.090, H99 1.090, H116 1.090
71 C 1.597 -4.519 0.385  H7 1.090, H8 1.090, C72 1.552, H86 1.090
72 C 2.822 -3.589 0.589  C11 1.538, N17 1.473, H66 1.090, C71 1.552
73 H 0.095 5.165 -3.465  C79 1.090
74 H -7.138 -1.773 -2.688  N68 1.010
75 H 5.063 2.537 0.308  C69 1.090
76 H 2.615 3.199 3.111  C65 1.090
77 C 0.064 3.952 -1.658  H62 1.090, C79 1.538, H95 1.090, O96 1.376
78 C 2.461 5.108 4.049  O5 1.392, H48 1.090, H63 1.090, C65 1.533
79 C 0.451 4.193 -3.126  H42 1.090, O67 1.428, H73 1.090, C77 1.538
80 H -2.032 -3.061 -0.782  O117 0.960
81 H 1.273 2.371 -1.508  O96 0.960
82 H 4.626 -1.864 -2.433  C131 1.090
83 H 1.008 0.319 -3.949  C25 1.090
84 H -4.535 -1.526 -3.114  C115 1.090
85 H -1.431 -5.573 1.715  C123 1.090
86 H 0.816 -3.970 -0.140  C71 1.090
87 H -1.315 -0.292 -0.045  C50 1.090
88 O 2.736 0.974 -1.682  C24 1.399, H54 0.960
89 C -0.657 -0.316 6.006  H9 1.090, O16 1.415, H110 1.090, C130 1.579
90 C -6.010 -0.339 -4.288  H14 1.090, H19 1.090, C115 1.618, H127 1.090
91 H -4.818 1.198 2.230  O58 0.960
92 C 0.149 0.141 1.647  H1 1.090, C50 1.590, O93 1.419, H97 1.090
93 O -0.042 1.515 1.351  H51 0.960, C92 1.419
94 H -0.186 -2.282 7.922  O2 0.960
95 H -1.018 4.067 -1.606  C77 1.090
96 O 0.383 2.663 -1.297  C77 1.376, H81 0.960
97 H -0.391 -0.261 2.504  C92 1.090
98 H 0.375 -1.022 -1.440  O15 0.960
99 H 5.014 4.553 4.748  C70 1.090
100 H -1.451 -2.435 5.927  C130 1.090
101 H -1.714 1.703 -2.501  C32 1.090
102 H -0.023 0.407 -5.800  O104 0.960
103 H -0.405 -1.642 0.482  C50 1.090
104 O 0.913 0.287 -5.977  C25 1.428, H102 0.960
105 H 4.074 -4.055 -1.173  C11 1.090
106 H 5.962 -2.857 -1.782  C131 1.090
107 H -2.547 1.391 -1.053  C32 1.090
108 H -0.827 -3.374 2.098  O113 0.960
109 H 1.758 3.693 0.922  C122 1.090
110 H -1.257 -0.031 5.142  C89 1.090
111 H -3.568 -4.656 0.376  C37 1.090
112 H -2.497 -1.226 6.588  C130 1.090
113 O -1.417 -3.829 2.703  H108 0.960, C123 1.398
114 H 2.687 1.817 0.145  C24 1.090
115 C -5.337 -0.821 -2.897  N68 1.479, H84 1.090, C90 1.618, C124 1.507
116 H 4.947 4.023 3.119  C70 1.090
117 O -1.737 -3.581 -0.030  C37 1.418, H80 0.960
118 H -4.604 -1.943 3.449  C18 1.090
119 H -2.725 -3.001 -3.631  C55 1.090
120 H 2.072 1.556 -4.791  C25 1.090
121 H -0.904 -1.175 -4.183  C13 1.090
122 C 1.850 4.481 1.670  H30 1.090, H64 1.090, C65 1.501, H109 1.090
123 C -2.146 -4.813 2.030  C37 1.577, H49 1.090, H85 1.090, O113 1.398
124 C -4.621 0.181 -2.028  H38 1.090, O40 1.469, H43 1.090, C115 1.507
125 O 2.408 -1.762 -4.773  H4 0.960, C26 1.428
126 H 0.888 -1.414 5.167  O16 0.960
127 H -6.663 0.511 -4.089  C90 1.090
128 H -2.816 0.293 2.328  C41 1.090
129 O 4.557 -2.267 -0.400  C11 1.368, C131 1.457
130 C -1.458 -1.554 6.568  O2 1.400, C89 1.579, H100 1.090, H112 1.090
131 C 5.325 -1.990 -1.606  H52 1.090, H82 1.090, H106 1.090, O129 1.457

Computed properties:
* molecular weight: 763.96 g mol⁻¹
* max |F|: 3.60 eV/Å
* gap between HOMO and LUMO: 8.59 eV
* structure (SMILES): COC[C@H](C)N.COC[C@H](C)N.COC[C@H](C)N.OCCO.OCCO.OCCO.OCCO.OCCO.OCCO.OCCO.OCCO
* LUMO energy: 0.11 eV
* HOMO level: -8.5 eV
* ΔE to the lowest compared entry with this formula, charge and spin: 292.4 kJ/mol
* charge: 0
* total energy: -2708.9803 a.u.

Record 3
Density functional theory data (ωB97M-V with the def2-TZVPD basis set) for the molecule C5H8N2O2 at a distorted geometry.

Each atom is followed by the atoms it is bonded to, with distances in Å.
Element x y z (Å)
1 C 1.156 -0.029 -0.122  N2 1.395, C14 1.504, N17 1.348
2 N 0.442 1.150 0.092  C1 1.395, H11 1.079, C13 1.371
3 O 2.990 1.020 0.218  N17 1.218
4 H -1.654 -2.220 0.211  C10 1.099
5 H -1.746 0.438 1.482  C15 1.103
6 H -2.909 0.283 0.105  C15 1.180
7 H -0.808 0.853 -1.444  C13 1.157
8 H -0.047 -1.171 -1.254  C14 1.101
9 H -1.347 2.210 -0.119  C13 1.153
10 C -1.167 -1.242 0.328  H4 1.099, C14 1.507, C15 1.525
11 H 1.147 1.960 0.187  N2 1.079
12 H 0.818 -2.145 -0.092  C14 1.089
13 C -0.859 1.189 -0.338  N2 1.371, H7 1.157, H9 1.153, C15 1.578
14 C 0.246 -1.224 -0.194  C1 1.504, H8 1.101, C10 1.507, H12 1.089
15 C -1.778 0.153 0.418  H5 1.103, H6 1.180, C10 1.525, C13 1.578
16 O 3.057 -1.149 0.303  N17 1.230
17 N 2.459 -0.077 0.218  C1 1.348, O3 1.218, O16 1.230

Computed properties:
* molecular weight: 128.13 g mol⁻¹
* max |F|: 6.07 eV/Å
* gap between HOMO and LUMO (alpha / beta): 7.28 / 8.03 eV
* LUMO energy (alpha / beta): -0.87 / 0.20 eV
* HOMO level (alpha / beta): -8.1 / -7.8 eV
* ΔE to the lowest compared entry with this formula, charge and spin: 723.4 kJ/mol
* charge: 0
* total energy: -455.0830 a.u.

Record 4
Density functional theory data (ωB97M-V with the def2-TZVPD basis set) for the molecule C4H9ClS2 at a distorted geometry.

Each atom is followed by the atoms it is bonded to, with distances in Å.
Element x y z (Å)
1 C 0.446 0.792 0.260  C5 1.466, S6 1.825, C12 1.555, H13 1.142
2 H -1.122 0.251 1.506  C5 1.102
3 H -1.581 -1.983 1.029  C8 1.133
4 H 2.429 1.389 1.248  S6 1.392
5 C -0.800 0.049 0.472  C1 1.466, H2 1.102, C8 1.514, S11 1.857
6 S 1.600 0.325 1.593  C1 1.825, H4 1.392
7 H -3.038 0.105 -0.063  S11 1.365
8 C -0.829 -1.461 0.363  H3 1.133, C5 1.514, H9 1.108, Cl16 1.731
9 H 0.143 -1.737 0.820  C8 1.108
10 H 1.504 -0.559 -1.156  C12 1.093
11 S -2.075 0.952 -0.531  C5 1.857, H7 1.365
12 C 1.150 0.473 -1.090  C1 1.555, H10 1.093, H14 1.129, H15 1.081
13 H 0.334 1.924 0.163  C1 1.142
14 H 0.513 0.524 -2.022  C12 1.129
15 H 2.020 1.059 -1.352  C12 1.081
16 Cl -0.694 -2.102 -1.239  C8 1.731

Computed properties:
* molecular weight: 156.70 g mol⁻¹
* max |F|: 3.65 eV/Å
* gap between HOMO and LUMO: 9.78 eV
* structure (SMILES): C[C@H](S)[C@@H](S)CCl
* LUMO energy: 0.57 eV
* HOMO level: -9.2 eV
* ΔE to the lowest compared entry with this formula, charge and spin: 70.3 kJ/mol
* charge: 0
* total energy: -1414.3395 a.u.

Record 5
Density functional theory data (ωB97M-V with the def2-TZVPD basis set) for a cluster of 2 separate species, BrH4N2OP in total at a distorted geometry.

Each atom is followed by the atoms it is bonded to, with distances in Å.
Element x y z (Å)
1 H -0.107 1.058 -1.835  N9 0.965
2 O 0.531 0.214 1.423  P4 1.450
3 H -1.362 -0.363 1.946  Br8 1.329
4 P 0.582 0.033 -0.015  O2 1.450, N6 1.527, N9 1.584
5 H 1.736 -1.769 -0.561  N6 0.990
6 N 1.206 -1.018 -0.930  P4 1.527, H5 0.990
7 H -0.496 1.984 -0.526  N9 0.974
8 Br -2.056 -1.345 1.380  H3 1.329
9 N -0.035 1.205 -0.884  H1 0.965, P4 1.584, H7 0.974

Computed properties:
* molecular weight: 158.92 g mol⁻¹
* max |F|: 3.43 eV/Å
* gap between HOMO and LUMO: 10.88 eV
* LUMO energy: 0.48 eV
* HOMO level: -10.4 eV
* ΔE to the lowest compared entry with this formula, charge and spin: 73.7 kJ/mol
* charge: 0
* total energy: -3102.5494 a.u.